{
  "formula": "C14H20AuIN6O4S",
  "method": "ωB97M-V with the def2-TZVPD basis set",
  "relative_energy_ev": 2.272,
  "fmax_ha_per_bohr": 0.072,
  "homo_lumo_gap_ev": 3.522,
  "e_homo_ev": -6.865,
  "e_tot_ev": -54597.2349,
  "symbols": ["Au", "N", "N", "C", "O", "O", "H", "H", "H", "S", "C", "N", "I", "C", "C", "C", "C", "C", "C", "C", "O", "O", "H", "H", "H", "H", "C", "N", "C", "C", "N", "N", "C", "C", "H", "H", "H", "H", "H", "H", "H", "H", "H", "H", "H", "H", "H"],
  "positions_angstrom": [[-0.634, -1.039, 0.448], [-0.954, -4.093, 2.689], [-0.147, -3.583, 3.573], [0.110, -2.062, 3.703], [0.500, -1.809, 4.819], [-0.169, -1.432, 2.678], [-1.703, -4.696, 3.006], [-1.138, -3.514, 1.849], [-0.069, -4.086, 4.448], [-3.129, -3.874, -1.760], [-2.251, -3.293, -0.570], [-1.591, -2.871, 0.328], [6.934, -1.759, 1.142], [5.093, -0.760, 1.032], [5.044, 0.609, 1.248], [3.825, 1.264, 1.161], [2.653, 0.573, 0.865], [2.735, -0.799, 0.656], [3.946, -1.474, 0.737], [1.380, 1.405, 0.766], [1.489, 2.615, 0.891], [0.220, 0.855, 0.539], [5.944, 1.160, 1.481], [3.762, 2.331, 1.326], [1.851, -1.373, 0.421], [3.986, -2.542, 0.570], [-1.715, 3.217, -0.641], [-2.183, 1.835, -0.682], [-2.781, 1.369, 0.559], [-1.724, 0.964, -1.600], [-1.631, -0.321, -1.341], [-1.366, 1.490, -2.822], [-2.337, 2.300, -3.550], [-0.479, 0.709, -3.669], [-1.108, 3.361, 0.256], [-2.563, 3.904, -0.618], [-1.095, 3.435, -1.502], [-3.471, 2.133, 0.914], [-2.017, 1.201, 1.324], [-3.329, 0.445, 0.385], [-1.410, -0.880, -2.153], [-3.058, 2.732, -2.862], [-2.878, 1.686, -4.279], [-1.831, 3.103, -4.087], [0.295, 0.244, -3.062], [0.002, 1.385, -4.375], [-1.009, -0.061, -4.244]],
  "mulliken_charge": [0.9804, -0.3883, -0.0234, 0.4374, -0.6155, -0.6084, 0.2084, 0.5494, 0.2821, -0.3638, 0.4070, -0.8796, 0.0735, 0.0450, -0.5267, -0.5274, 0.4029, 0.1572, -0.9827, 0.4054, -0.6822, -0.1998, 0.3638, 0.4719, 0.2385, 0.3887, -1.2457, 0.1671, -1.1640, 0.7151, -0.6045, 0.1284, -1.0863, -1.2199, 0.4296, 0.3378, 0.3932, 0.3947, 0.3610, 0.3743, 0.2737, 0.3479, 0.3724, 0.3330, 0.3509, 0.3342, 0.3937]
}



{
  "formula": "C31H71CaCuN4O7",
  "method": "ωB97M-V with the def2-TZVPD basis set",
  "fmax_ha_per_bohr": 0.059,
  "homo_lumo_gap_ev": 4.648,
  "total_charge": 2,
  "e_homo_ev": -11.853,
  "e_tot_ev": -116651.1125,
  "symbols": ["Cu", "Ca", "C", "O", "H", "H", "H", "C", "C", "C", "C", "C", "C", "N", "O", "C", "C", "C", "H", "H", "H", "H", "H", "H", "H", "H", "H", "H", "H", "H", "H", "H", "H", "H", "H", "H", "H", "C", "C", "C", "C", "C", "C", "N", "O", "C", "C", "C", "H", "H", "H", "H", "H", "H", "H", "H", "H", "H", "H", "H", "H", "H", "H", "H", "H", "H", "H", "C", "O", "C", "C", "N", "C", "C", "O", "C", "H", "H", "H", "H", "H", "H", "H", "H", "H", "H", "H", "H", "H", "H", "H", "C", "O", "C", "C", "N", "C", "C", "O", "C", "H", "H", "H", "H", "H", "H", "H", "H", "H", "H", "H", "H", "H", "H", "H"],
  "positions_angstrom": [[-4.848, -11.585, -13.685], [-8.504, -11.118, -14.799], [-6.779, -11.416, -11.510], [-7.186, -11.271, -12.837], [-7.114, -10.584, -10.868], [-7.217, -12.301, -11.028], [-5.691, -11.471, -11.375], [-8.602, -17.031, -11.014], [-7.712, -16.042, -10.306], [-8.514, -14.997, -9.511], [-9.034, -15.511, -8.163], [-7.900, -16.075, -7.291], [-7.189, -17.202, -8.066], [-6.754, -16.713, -9.396], [-5.927, -17.629, -10.053], [-5.942, -17.533, -7.231], [-8.124, -18.444, -8.104], [-6.864, -15.275, -11.314], [-9.154, -16.646, -11.877], [-9.238, -17.583, -10.325], [-8.012, -17.815, -11.504], [-7.908, -14.149, -9.174], [-9.381, -14.623, -10.060], [-9.809, -16.256, -8.363], [-9.502, -14.669, -7.645], [-8.412, -16.474, -6.416], [-7.283, -15.221, -7.017], [-5.209, -18.169, -7.731], [-5.433, -16.587, -7.026], [-6.217, -18.034, -6.306], [-8.084, -18.980, -9.052], [-7.844, -19.162, -7.337], [-9.152, -18.106, -7.984], [-6.221, -14.461, -10.986], [-7.443, -14.732, -12.079], [-6.324, -15.951, -11.986], [-5.033, -17.337, -9.847], [-4.495, -9.414, -8.861], [-4.823, -9.938, -7.459], [-5.922, -11.039, -7.629], [-5.450, -12.485, -7.804], [-4.317, -12.756, -6.830], [-3.139, -11.809, -6.964], [-3.662, -10.451, -6.727], [-2.655, -9.458, -6.747], [-2.151, -12.086, -5.837], [-2.370, -11.927, -8.279], [-5.499, -8.847, -6.610], [-5.287, -8.779, -9.279], [-4.351, -10.264, -9.534], [-3.664, -8.709, -8.946], [-6.674, -10.995, -6.837], [-6.497, -10.748, -8.516], [-5.029, -12.501, -8.817], [-6.201, -13.266, -7.741], [-3.930, -13.781, -6.829], [-4.674, -12.681, -5.796], [-2.697, -11.963, -4.894], [-1.941, -13.159, -5.762], [-1.214, -11.543, -5.769], [-1.830, -12.862, -8.438], [-2.975, -11.810, -9.188], [-1.688, -11.078, -8.375], [-5.313, -9.056, -5.556], [-6.548, -8.701, -6.855], [-5.008, -7.875, -6.738], [-2.887, -8.908, -5.989], [-10.482, -12.777, -12.216], [-10.589, -11.927, -13.349], [-11.284, -10.712, -13.012], [-10.391, -9.586, -12.534], [-9.560, -9.116, -13.666], [-8.434, -8.254, -13.192], [-8.937, -6.890, -12.683], [-9.435, -6.071, -13.702], [-8.580, -5.842, -14.818], [-11.338, -12.769, -11.531], [-9.654, -12.487, -11.561], [-10.437, -13.819, -12.531], [-12.120, -10.933, -12.343], [-11.871, -10.427, -13.892], [-9.874, -9.585, -11.576], [-11.052, -8.726, -12.347], [-10.050, -8.538, -14.345], [-7.764, -7.990, -14.017], [-7.849, -8.864, -12.505], [-8.121, -6.453, -12.094], [-9.743, -6.996, -11.958], [-8.909, -4.947, -15.338], [-8.594, -6.727, -15.458], [-7.578, -5.597, -14.450], [-5.085, -6.417, -14.024], [-4.105, -7.417, -13.693], [-4.491, -8.280, -12.642], [-3.390, -9.276, -12.497], [-3.170, -10.189, -13.658], [-1.960, -11.018, -13.385], [-2.100, -11.992, -12.261], [-3.398, -12.602, -12.272], [-3.701, -13.524, -11.218], [-4.534, -5.481, -14.105], [-5.758, -6.323, -13.173], [-5.546, -6.620, -14.987], [-5.434, -8.786, -12.916], [-4.577, -7.716, -11.705], [-3.638, -9.872, -11.613], [-2.442, -8.751, -12.352], [-2.883, -9.609, -14.442], [-0.994, -10.513, -13.309], [-1.910, -11.559, -14.337], [-1.833, -11.576, -11.286], [-1.411, -12.823, -12.435], [-2.847, -13.731, -10.577], [-3.994, -14.441, -11.728], [-4.528, -13.127, -10.637]],
  "mulliken_charge": [-0.0409, 1.3239, 0.2745, 0.0877, 0.3143, -0.4814, -0.3610, -1.9582, 1.8854, 0.0409, -0.9963, -0.9263, 1.3531, 0.7740, -0.5454, -1.6377, -1.8013, -1.3171, 0.3814, 0.3637, 0.4263, -0.3000, 0.0745, 0.3750, 0.4692, 0.4132, 0.0536, 0.4519, 0.1491, 0.4471, 0.3514, 0.3799, 0.3410, -0.3577, 0.2248, 0.6009, 0.3358, -1.6240, 2.1290, -1.7887, 2.7750, -1.8959, 1.6803, 0.1519, -0.4590, -2.0944, -0.8152, -1.9799, 0.5241, -0.2098, 0.4675, 0.4548, 0.2826, -1.4581, -0.5982, 0.4738, 0.5161, 0.5087, 0.3958, 0.3718, 0.4690, -0.5567, 0.5089, 0.4326, 0.4208, 0.4351, 0.3821, -0.9280, -0.3162, -1.1276, -0.2500, -0.0317, 0.1299, -0.7514, -0.3861, -0.4454, 0.3883, 0.2923, 0.3387, 0.4216, 0.4493, 0.4093, 0.4591, 0.3198, 0.4259, -0.6906, 0.4072, 0.4451, 0.3294, 0.1924, 0.1034, -0.6656, -0.4709, -0.2435, 0.1617, -0.2045, -1.0204, -0.2513, 0.0449, -0.2037, 0.3079, 0.1905, 0.2788, -0.2710, 0.5754, -0.1614, 0.6462, 0.2773, 0.3297, 0.3607, 0.2615, 0.5190, 0.2712, 0.4214, -0.4079]
}